DFT (ωB97M-V/def2-TZVPD) results for 5 unconnected molecules or ions with the total composition C22H36BBr2NO8 at a distorted geometry.

Values from the calculation:
- orbital gap (eV) = 8.75
- M (Da) = 613.1
- total energy (eV) = -182029.8009

```
! wB97M-V def2-TZVPD RIJCOSX def2/J DEFGRID3
* xyz 0 1
C -3.19262 5.93770 -4.81471
C -3.12392 4.41218 -5.00139
C -4.08982 3.69172 -4.03467
N -3.60810 2.43203 -3.44200
B -2.63435 2.61748 -2.37376
C -1.15667 3.13134 -2.57302
Br -0.85051 4.85819 -1.77879
C -0.21479 2.51293 -3.20916
C -0.43467 1.17270 -3.83112
Br 1.54225 3.23475 -3.41358
H -2.39000 6.30107 -4.19072
H -4.14014 6.21805 -4.36810
H -3.11771 6.43695 -5.77509
H -2.10157 4.06709 -4.90467
H -3.42374 4.18994 -6.01746
H -4.97504 3.44321 -4.60706
H -4.39713 4.36476 -3.24065
H -3.31441 1.76830 -4.15051
H -2.98035 2.40313 -1.24794
H -0.65334 1.31289 -4.88310
H 0.49430 0.62191 -3.77385
H -1.18680 0.58442 -3.32173
O 0.48075 -2.59307 -2.45026
C 1.01976 -1.85364 -1.67620
O 0.35500 -1.23042 -0.67496
C 1.24224 -0.32612 0.02219
C 2.64098 -0.84246 -0.27033
C 2.48027 -1.43607 -1.66684
H 1.08350 0.68323 -0.36955
H 1.01222 -0.33351 1.07778
H 3.40570 -0.07026 -0.20259
H 2.89770 -1.62954 0.43571
H 2.63811 -0.69016 -2.44836
H 3.13148 -2.29072 -1.82588
O 2.31996 -1.06609 2.72833
C 1.52040 -1.64780 3.41282
O 0.30119 -1.14381 3.67560
C -0.40697 -2.00873 4.58690
C 0.26107 -3.36294 4.43856
C 1.70282 -2.97887 4.11370
H -0.30932 -1.60204 5.59580
H -1.45929 -2.02914 4.31584
H 0.15577 -3.99050 5.32048
H -0.17350 -3.89720 3.59565
H 2.30796 -2.82742 5.00931
H 2.18403 -3.69696 3.45552
O 6.45480 2.35580 0.71201
C 5.70911 2.09999 1.61171
O 5.90555 1.06462 2.46300
C 4.78665 0.94679 3.36515
C 4.13789 2.32255 3.37782
C 4.41549 2.81513 1.95987
H 4.11477 0.17910 2.98585
H 5.14705 0.64890 4.34791
H 3.08188 2.29494 3.64075
H 4.64683 2.96769 4.09647
H 3.64214 2.49896 1.25785
H 4.54706 3.89218 1.91129
O -2.32749 -5.31032 3.52073
C -2.66283 -4.95713 2.42661
O -2.29147 -3.76284 1.90560
C -2.91871 -3.56130 0.62421
C -3.27258 -4.95825 0.13505
C -3.55090 -5.69561 1.44522
H -3.80105 -2.93425 0.76772
H -2.22479 -3.04639 -0.03598
H -4.10404 -4.96822 -0.56660
H -2.40965 -5.40506 -0.36042
H -4.58831 -5.58949 1.76537
H -3.28013 -6.74627 1.39665
*
```



DFT (ωB97M-V/def2-TZVPD) results for a molecular structure, C22H36BrClF2NO2SbSi3V at a distorted geometry.

Values from the calculation:
- orbital gap (spin up / spin down) (eV) = 7.40 / 7.40
- M (Da) = 756.9
- total energy (eV) = -172837.8946
- relative energy (zero: lowest compared OMol25 entry of this formula, charge and spin) (kJ/mol) = 238.8

```
! wB97M-V def2-TZVPD RIJCOSX def2/J DEFGRID3
* xyz 1 3
V -0.22484 1.71425 -0.58702
F -1.95351 3.71800 -0.72692
C -0.96758 3.26441 -1.58788
F 0.11855 4.13757 -1.38858
H -1.33073 3.42074 -2.60778
C 2.55711 0.64024 2.91645
Si 2.79033 -0.58504 1.50368
C 2.96961 -2.36443 2.10335
C 4.24138 -0.06574 0.41074
Sb 0.61388 -0.70520 0.02809
Si 1.04435 -2.25462 -2.02855
C 2.35285 -1.54439 -3.18684
C -0.65442 -2.45711 -2.84265
C 1.70576 -3.87517 -1.32249
Si -1.31527 -1.88504 1.39799
C -0.76601 -3.65129 1.78737
C -1.44412 -0.95366 3.04316
C -2.89796 -1.97246 0.36504
H 3.49453 0.77169 3.46071
H 1.80380 0.29133 3.62474
H 2.24277 1.61679 2.54507
H 3.82432 -2.47501 2.77529
H 3.11675 -3.04296 1.26132
H 2.07573 -2.68467 2.64086
H 5.16781 -0.12073 0.98730
H 4.13748 0.96112 0.05527
H 4.35194 -0.71942 -0.45594
H 2.14442 -0.52153 -3.49887
H 2.41026 -2.15993 -4.08872
H 3.33833 -1.55858 -2.71872
H -1.41017 -1.85356 -2.33802
H -0.98124 -3.49722 -2.79690
H -0.62960 -2.16465 -3.89468
H 2.79106 -3.83562 -1.21184
H 1.47666 -4.70808 -1.99276
H 1.27748 -4.10696 -0.34776
H -0.06214 -3.67783 2.62025
H -0.31037 -4.15511 0.93482
H -1.64663 -4.22967 2.07961
H -1.38381 -1.65428 3.87667
H -2.38959 -0.41596 3.12570
H -0.63871 -0.22800 3.15685
H -3.07780 -2.99364 0.02773
H -2.87035 -1.31552 -0.50136
H -3.74898 -1.66291 0.97663
Cl -5.38872 4.34850 4.62621
C -4.25317 3.57427 3.59403
C -4.70977 2.85100 2.49741
C -3.79566 2.22136 1.67853
C -2.43123 2.31656 1.95302
C -1.98351 3.04658 3.05292
C -2.89529 3.68194 3.87124
C -1.47538 1.62459 1.08841
O -0.20764 1.67282 1.30013
O -1.86220 0.95886 0.06908
H -5.77169 2.79704 2.30256
H -4.11654 1.65518 0.81470
H -0.92223 3.11023 3.25246
H -2.57267 4.26195 4.72462
Br -0.80360 0.28027 -5.98691
C 0.24028 1.07338 -4.63102
C 1.41025 1.75696 -4.92963
C 2.15303 2.25725 -3.87068
C 1.70260 2.07570 -2.57942
N 0.53396 1.47403 -2.30145
C -0.16929 0.95464 -3.31967
H 1.73336 1.88195 -5.95337
H 3.07716 2.78763 -4.04982
H 2.26052 2.43882 -1.72331
H -1.09588 0.45840 -3.06046
*
```



DFT (ωB97M-V/def2-TZVPD) results for C22H36N4O3 in the gas phase.

Values from the calculation:
- orbital gap (eV) = 9.40
- M (Da) = 404.6
- total energy (eV) = -35503.0862
- relative energy (zero: lowest compared OMol25 entry of this formula, charge and spin) (kJ/mol) = 22.2

```
! wB97M-V def2-TZVPD RIJCOSX def2/J DEFGRID3
* xyz 0 1
C 0.10486 0.86811 -1.89279
O -1.21793 0.46522 -1.58967
C -1.77072 -0.35400 -2.60407
C -3.23685 -0.56637 -2.29390
C -4.03939 0.73258 -2.38773
C -5.35488 0.68637 -1.62066
C -5.26539 0.53631 -0.11025
O -6.21058 0.10110 0.52831
N -4.12123 0.95210 0.49013
C -3.94342 0.81639 1.93158
C -3.65993 -0.62804 2.33467
C -2.29055 -1.08984 1.85298
C -1.15700 -0.19287 2.36891
N 0.12707 -0.76910 1.91972
C 0.36663 -2.12302 2.40648
C 1.11638 -0.07678 1.28177
O 1.23009 1.14360 1.28844
C 2.06384 -0.87722 0.47657
C 1.90310 -2.02688 -0.25472
N 2.98000 -2.24951 -1.05649
C 3.80170 -1.24598 -0.81773
N 3.29802 -0.38216 0.09396
C 3.95457 0.84806 0.53578
C 5.43513 0.79465 0.19726
C 5.66386 0.36851 -1.25065
C 7.12725 0.48025 -1.65136
C 5.15316 -1.06114 -1.42297
C -1.42554 1.24645 1.92819
C -2.80379 1.70925 2.40472
H 0.47524 1.44708 -1.04942
H 0.75563 -0.00114 -2.04182
H 0.12356 1.48247 -2.80078
H -1.65152 0.13701 -3.58091
H -1.22989 -1.30817 -2.64458
H -3.64728 -1.31230 -2.97898
H -3.31563 -0.99046 -1.28892
H -3.42613 1.56619 -2.03514
H -4.24971 0.94970 -3.43785
H -5.92626 1.60158 -1.79739
H -5.98145 -0.13793 -1.96434
H -3.31951 1.17679 -0.07783
H -4.88095 1.13492 2.38841
H -3.70699 -0.69365 3.42710
H -4.44565 -1.27406 1.94245
H -2.13879 -2.12352 2.16543
H -2.24431 -1.07718 0.75846
H -1.15935 -0.22288 3.46913
H 1.43180 -2.33106 2.43279
H -0.02420 -2.19864 3.42401
H -0.11893 -2.88947 1.80052
H 1.05167 -2.68800 -0.25995
H 3.47177 1.69474 0.04725
H 3.79050 0.96523 1.60454
H 5.86592 1.78093 0.38108
H 5.94767 0.08947 0.86094
H 5.06884 1.02778 -1.89448
H 7.75013 -0.13945 -1.00139
H 7.28203 0.14626 -2.67861
H 7.48070 1.50941 -1.57344
H 5.85319 -1.75277 -0.94075
H 5.10552 -1.34903 -2.47385
H -0.66662 1.91690 2.31710
H -1.35286 1.30035 0.83803
H -2.97652 2.73704 2.07783
H -2.82007 1.71984 3.49885
*
```



DFT (ωB97M-V/def2-TZVPD) results for C22H36N4O3 in the gas phase.

Values from the calculation:
- orbital gap (eV) = 9.11
- M (Da) = 404.6
- total energy (eV) = -35503.0119
- relative energy (zero: lowest compared OMol25 entry of this formula, charge and spin) (kJ/mol) = 29.4

```
! wB97M-V def2-TZVPD RIJCOSX def2/J DEFGRID3
* xyz 0 1
C 1.54331 2.23826 -2.36632
O 0.42957 2.01003 -3.20204
C 0.29973 2.99362 -4.21627
C -0.94426 2.67355 -5.01651
C -2.22682 2.81275 -4.18575
C -3.31816 1.82835 -4.58574
C -3.04225 0.35178 -4.33982
O -3.73910 -0.50384 -4.86299
N -2.03271 0.04189 -3.48918
C -1.65507 -1.34867 -3.25024
C -0.25799 -1.38990 -2.64236
C -0.22734 -0.83264 -1.22011
C -1.22158 -1.56940 -0.31901
N -1.12951 -1.09348 1.08292
C -2.35656 -0.92228 1.84775
C 0.02398 -1.43703 1.73978
O 0.98633 -1.91612 1.14950
C 0.14794 -1.20952 3.20288
C -0.64909 -1.44615 4.29740
N 0.05129 -1.29405 5.45549
C 1.26818 -0.95893 5.08342
N 1.39059 -0.90581 3.73708
C 2.62646 -0.58886 3.02322
C 3.60462 0.10177 3.95924
C 3.74526 -0.65529 5.27708
C 4.84919 -0.07775 6.15009
C 2.39907 -0.62505 5.99840
C -2.62389 -1.46093 -0.90794
C -2.65333 -2.03880 -2.32101
H 1.57608 1.43481 -1.63363
H 2.47434 2.23607 -2.94356
H 1.45509 3.19839 -1.84564
H 0.22503 3.98859 -3.75481
H 1.19298 2.98540 -4.85274
H -0.98540 3.32508 -5.89179
H -0.84261 1.65262 -5.39514
H -1.99374 2.68916 -3.12464
H -2.61415 3.82904 -4.28482
H -4.24223 2.04906 -4.04497
H -3.56144 1.91558 -5.64622
H -1.36843 0.75528 -3.22547
H -1.66570 -1.86538 -4.21290
H 0.07697 -2.43080 -2.62585
H 0.44095 -0.83814 -3.27579
H 0.77478 -0.91738 -0.81186
H -0.49894 0.22990 -1.22246
H -0.93447 -2.63003 -0.31498
H -2.15207 -0.31874 2.72618
H -3.08971 -0.38829 1.25167
H -2.79260 -1.87606 2.16104
H -1.68043 -1.75299 4.31651
H 3.04756 -1.51329 2.62879
H 2.38251 0.03964 2.16876
H 4.56956 0.17741 3.45366
H 3.26850 1.12321 4.16985
H 3.98824 -1.69858 5.04227
H 4.65246 0.97475 6.36960
H 4.91917 -0.60898 7.10067
H 5.81916 -0.14210 5.65475
H 2.23484 0.37714 6.41024
H 2.37782 -1.31579 6.84214
H -3.35083 -1.99330 -0.29285
H -2.93125 -0.41064 -0.94367
H -3.65293 -1.95330 -2.74605
H -2.40694 -3.10485 -2.28527
*
```